{
  "formula": "C3H11N2",
  "method": "wB97M-V/def2-TZVPD",
  "total_energy_ha": -230.129869,
  "total_charge": 1,
  "smiles": "C[NH+](C)CN",
  "max_force_ev_per_a": 3.17,
  "homo_ev": -14.777,
  "relative_energy_kj_mol": 137.86,
  "elements": ["C", "N", "C", "C", "N", "H", "H", "H", "H", "H", "H", "H", "H", "H", "H", "H"],
  "xyz": [[-0.763806, 1.250323, -0.655892], [0.304408, 0.206277, -0.597681], [1.320095, 0.663279, 0.343412], [-0.797086, -1.139891, -0.066545], [-0.217942, -1.877405, 0.900549], [-1.388871, 1.099787, -1.524082], [-1.214721, 1.402011, 0.317800], [-0.374369, 2.279967, -0.752524], [0.675134, 0.149647, -1.542889], [0.995006, 0.725742, 1.377581], [1.603003, 1.674585, 0.081898], [2.185696, 0.004475, 0.306718], [-1.692689, -0.705004, 0.314864], [-0.891064, -1.604878, -1.042677], [0.530378, -2.510753, 0.668691], [-0.273176, -1.618159, 1.870775]],
  "forces_ev_per_angstrom": [[0.9342, 2.0377, -0.2339], [-2.7556, 1.3114, 0.8518], [1.0083, -0.4086, 0.2246], [1.8158, -0.8977, -0.1364], [0.4659, -0.5006, -0.1519], [-0.6205, -0.3091, 0.2930], [-0.6854, -0.8663, -0.0105], [0.5518, -0.5059, -0.5915], [0.1559, -0.5574, 0.1069], [-0.5363, -0.3228, -0.0312], [0.2848, 0.1294, -0.2396], [0.0352, 0.0749, -0.0038], [-0.3250, 0.9800, -0.2403], [-0.0867, -0.1396, 0.1471], [-0.0779, -0.0808, 0.0626], [-0.1647, 0.0553, -0.0470]],
  "lowdin_charge": [-0.0709, -0.1408, -0.0522, -0.0897, 0.0842, 0.1072, 0.1013, 0.1056, 0.1643, 0.1027, 0.1002, 0.1036, 0.1150, 0.1331, 0.1193, 0.1171]
}